The following is a DFT calculation (the ωB97M-V functional and the def2-TZVPD basis) of an isolated molecule of C6H12O.

Properties
Structure (SMILES): COCC1(C)CC1
Kohn-Sham gap (eV): 10.41
Molar mass (g/mol): 100.16
Total energy (eV): -8462.1794
E_HOMO (eV): -9.4

```
! wB97M-V def2-TZVPD RIJCOSX def2/J DEFGRID3
* xyz 0 1
C -2.36443 -1.28557 -0.99996
O -0.99171 -1.02638 -0.86180
C -0.69865 -0.30307 0.30923
C 0.74198 0.21721 0.30052
C 1.63190 -0.30571 -0.84366
C 0.99775 1.68637 0.49886
C 1.10715 0.77534 1.67872
H -2.93251 -0.34368 -1.04358
H -2.77423 -1.89750 -0.17733
H -2.49319 -1.82697 -1.94036
H -1.39630 0.54783 0.41681
H -0.85290 -0.95643 1.18538
H 1.50042 0.46920 -1.60645
H 1.35137 -1.24956 -1.32601
H 2.69568 -0.32156 -0.58795
H 0.20076 2.41263 0.34598
H 1.96209 1.96313 0.07251
H 0.26438 0.81310 2.37454
H 2.05045 0.63163 2.20452
*
```